(1)
C17H41BO11S7 | ωB97M-V with the def2-TZVPD basis set

As for the maximum force: 6.0 eV/A. The HOMO energy is -8.320 eV. For the molecular weight, the calculation gives 656.79 g/mol. The relative energy (zero: lowest compared OMol25 entry of this formula, charge and spin) comes out at 0.00 kcal/mol. Its frontier orbital gap is 0.279 Ha.

Each line ends with the Mulliken charge.
Positions of all 77 atoms, in Å:
O1 0.150109 -5.777836 3.183770  -0.53
C1 -0.349212 -4.636359 3.075234  0.38
O2 0.104283 -3.359378 3.533539  -0.28
C2 -1.071734 -2.532026 3.753906  0.24
O3 -1.181880 -1.563775 4.540853  -0.53
C3 -2.161178 -3.198494 2.802896  0.71
C4 -3.613808 -2.644482 2.336432  -0.44
B1 -4.697232 -3.497020 3.249407  0.70
O4 -5.833853 -4.195585 2.665182  -0.55
O5 -4.388809 -3.522646 4.671974  -0.58
C5 -1.766378 -4.492541 2.351056  0.15
S1 -2.587700 -5.734673 1.272715  -0.16
H1 -3.758293 -1.539433 2.656616  0.18
H2 -3.795499 -2.755196 1.204872  0.10
H3 -5.431682 -4.977450 2.202792  0.25
H4 -5.218333 -3.562565 5.203734  0.37
H5 -3.627723 -6.323661 2.014791  0.10
C6 0.745107 3.187746 2.905861  -0.86
S2 0.127041 1.921798 1.777656  0.53
O6 -0.764812 2.600749 0.785626  -0.65
C7 -0.934364 1.098280 2.984254  -0.58
H6 1.409642 3.850965 2.351442  0.24
H7 -0.088713 3.764909 3.310903  0.36
H8 1.302592 2.713521 3.715500  0.33
H9 -1.663410 1.805674 3.384350  0.35
H10 -0.322550 0.692738 3.791227  0.38
H11 -1.458340 0.282516 2.484276  -0.08
C8 5.395319 4.231593 -0.003437  -0.91
S3 4.921071 4.705993 1.672616  0.35
O7 3.550019 4.160667 1.922254  -0.54
C9 4.747099 6.469371 1.324493  -0.97
H12 5.522392 3.149308 -0.033867  0.33
H13 4.617031 4.524002 -0.708223  0.33
H14 6.339088 4.713291 -0.264899  0.40
H15 4.007530 6.622543 0.536278  0.31
H16 5.712260 6.877135 1.018958  0.37
H17 4.415301 6.970460 2.235033  0.32
C10 -7.257074 -0.389011 6.459712  -0.90
S4 -7.898277 -2.040223 6.811080  0.45
O8 -6.948323 -3.025947 6.211253  -0.65
C11 -9.324272 -1.924727 5.709872  -0.91
H18 -6.330957 -0.251732 7.019415  0.32
H19 -7.053998 -0.287443 5.392042  0.28
H20 -7.985347 0.359587 6.776987  0.37
H21 -8.992112 -1.727290 4.688935  0.28
H22 -9.984477 -1.125734 6.051834  0.37
H23 -9.860918 -2.873932 5.738986  0.32
C12 -2.190694 -2.240235 -2.749464  -1.07
S5 -2.665528 -1.786210 -1.067400  0.73
O9 -4.042676 -2.320646 -0.829306  -0.71
C13 -2.818946 -0.016649 -1.389985  -1.06
H24 -2.074592 -3.323944 -2.795228  0.34
H25 -2.965432 -1.928458 -3.452275  0.33
H26 -1.241157 -1.764173 -3.000726  0.36
H27 -3.554833 0.156031 -2.177633  0.39
H28 -1.848664 0.385119 -1.686995  0.38
H29 -3.147341 0.474756 -0.473164  0.29
C14 6.655037 1.882322 -4.195414  -0.79
S6 5.443906 3.217709 -4.111283  0.32
O10 5.208585 3.517342 -2.663360  -0.52
C15 4.043052 2.240267 -4.696109  -0.79
H30 7.612534 2.261399 -3.834327  0.35
H31 6.334717 1.048793 -3.567533  0.29
H32 6.762609 1.554067 -5.229587  0.24
H33 3.884756 1.384292 -4.037309  0.29
H34 4.234433 1.899869 -5.713481  0.26
H35 3.153989 2.873109 -4.687720  0.35
C16 6.970238 -0.935642 -8.366439  -0.98
S7 5.763834 0.405176 -8.279117  0.42
O11 5.533051 0.706484 -6.830994  -0.54
C17 4.359402 -0.569624 -8.859243  -0.98
H36 7.930094 -0.560664 -8.008788  0.31
H37 6.648835 -1.767796 -7.737447  0.32
H38 7.074215 -1.264994 -9.401804  0.39
H39 4.200976 -1.424733 -8.199478  0.32
H40 4.549286 -0.910923 -9.878293  0.39
H41 3.471655 0.064254 -8.850285  0.31

Cartesian forces, eV/Å:
-0.572 5.247 0.230
-1.064 -4.216 -1.445
-1.425 -0.722 0.939
-1.345 1.106 0.758
1.081 -4.567 -3.759
-1.654 -1.826 -2.141
0.782 0.112 1.274
0.089 -0.304 1.270
2.501 0.031 0.818
-1.678 0.432 -2.793
0.971 3.773 2.896
0.238 0.713 1.089
0.410 -1.697 -0.566
0.516 0.078 1.771
-0.789 1.160 0.247
0.476 -0.258 -0.228
1.254 0.932 -0.100
-0.096 0.156 -0.044
-0.033 0.217 0.122
0.033 -0.181 0.220
-0.056 0.078 -0.026
0.005 -0.209 -0.005
-0.091 -0.139 -0.066
0.015 -0.030 -0.112
0.059 0.033 -0.079
-0.015 0.008 -0.096
0.092 0.073 -0.018
-0.154 0.075 0.237
0.038 -0.047 -0.159
0.257 0.202 -0.117
-0.118 0.094 0.004
-0.064 0.124 0.057
0.056 -0.047 0.132
-0.053 -0.013 0.054
0.028 -0.107 0.027
-0.016 -0.082 0.030
0.037 -0.126 -0.029
0.081 0.042 -0.065
0.100 0.001 -0.116
-0.139 0.223 -0.030
-0.012 -0.046 -0.140
-0.094 -0.117 -0.007
-0.030 -0.093 0.038
0.002 -0.090 0.021
0.068 -0.028 0.076
0.072 -0.036 0.057
0.125 0.050 0.072
-0.034 -0.084 -0.090
-0.084 0.166 -0.143
0.259 0.137 -0.240
-0.064 0.028 -0.017
-0.032 0.086 0.109
-0.020 0.016 0.114
-0.040 -0.003 0.093
0.004 -0.128 0.038
-0.015 -0.034 0.110
0.099 -0.100 -0.032
0.176 -0.004 0.068
-0.088 -0.257 -0.034
0.082 -0.184 -0.429
-0.201 0.086 0.027
-0.146 0.105 0.052
-0.075 0.090 -0.004
-0.143 0.071 0.082
0.093 0.078 0.040
0.114 0.059 0.150
0.144 0.072 0.131
0.031 -0.072 0.098
0.009 -0.107 -0.066
0.089 -0.356 -0.529
-0.093 -0.058 0.083
-0.127 0.067 -0.028
-0.053 0.091 -0.001
-0.038 0.084 0.033
0.074 0.074 0.021
0.046 0.071 0.046
0.143 0.029 0.022



(2)
C17H41Br8N7OP | ωB97M-V with the def2-TZVPD basis set

Its net charge is +1. As for the maximum force: 7.4 eV/A. The HOMO energy is -11.228 eV. For the molecular weight, the calculation gives 1029.77 g/mol. The relative energy (zero: lowest compared OMol25 entry of this formula, charge and spin) comes out at 87.58 kcal/mol. Its frontier orbital gap is 0.277 Ha.

Each line ends with the Mulliken charge.
Positions of all 75 atoms, in Å:
C1 -2.850043 1.978598 1.000759  -0.57
C2 -1.833918 2.701192 -0.062923  0.05
O1 -1.588486 1.908226 -1.300757  -0.57
C3 -0.402674 3.195747 0.564312  -0.81
N1 0.133756 2.345069 1.694127  0.15
C4 0.914444 1.220864 1.576577  -0.30
N2 1.375380 0.517204 2.864701  -0.36
N3 1.293376 0.678668 0.216052  0.37
C5 2.632006 -0.024648 0.210859  -0.62
C6 3.896268 0.873966 0.739542  -0.39
C7 3.952248 2.407822 0.161045  -0.19
C8 4.939433 2.498984 -1.186219  -0.91
N4 4.522529 1.552366 -2.290126  -0.11
C9 3.712067 2.228685 -3.373608  0.33
N5 3.941241 3.472061 -3.913875  -0.67
N6 2.547882 1.421113 -3.957953  -0.51
P1 0.100522 -0.667889 -0.054599  0.24
N7 -1.042153 -0.719114 1.132406  -0.34
H1 -3.169293 0.943055 0.506123  -0.08
H2 -3.854988 2.617791 1.042699  0.32
H3 -2.427957 1.842502 2.083485  0.28
H4 -2.390827 3.688251 -0.437021  0.45
H5 -2.450563 1.770152 -1.806392  0.34
H6 0.427048 3.300640 -0.270717  0.17
H7 -0.582291 4.285097 1.016590  0.45
H8 -0.118071 2.655658 2.678136  0.36
H9 2.218404 1.098015 3.156792  0.26
H10 0.674625 0.713392 3.639109  0.38
H11 2.599701 -1.003100 0.852144  0.07
H12 2.879357 -0.342659 -0.902054  0.36
H13 3.994973 0.808095 1.927283  0.29
H14 4.879638 0.333113 0.332315  0.16
H15 4.527942 3.049978 0.986728  0.30
H16 2.912374 2.862968 -0.129048  -0.02
H17 6.052254 2.197871 -0.888358  0.34
H18 4.979978 3.629171 -1.488611  0.38
H19 5.323850 0.997793 -2.663106  0.28
H20 3.256310 3.703465 -4.666763  0.23
H21 2.288345 1.761043 -4.914304  0.28
H22 2.956327 0.467455 -4.109844  0.25
H23 -0.457339 -0.482455 -1.369572  0.06
H24 0.790977 -1.949899 0.024802  0.09
H25 -1.016475 -1.650206 1.618571  0.03
Br1 -5.985609 -0.132482 -1.190848  -0.09
C10 -5.447598 -1.324226 0.256296  -0.43
C11 -6.190400 -1.004910 1.533028  -0.59
Br2 -5.465480 0.589525 2.391504  -0.11
H26 -4.361899 -1.239944 0.352704  0.12
H27 -5.699944 -2.328977 -0.094948  0.41
H28 -6.059672 -1.806266 2.265288  0.36
H29 -7.258709 -0.828029 1.380935  0.40
Br3 -7.105871 -3.253141 -5.543759  -0.14
C12 -8.000069 -1.533791 -5.763266  -0.55
C13 -8.034355 -0.764759 -4.462814  -0.49
Br4 -9.394990 -1.474438 -3.258760  -0.12
H30 -8.992695 -1.739812 -6.172399  0.38
H31 -7.407319 -0.999171 -6.511199  0.34
H32 -8.324077 0.274908 -4.637801  0.35
H33 -7.085101 -0.786737 -3.920471  0.20
Br5 -1.744365 -2.882687 3.771080  -0.11
C14 -0.174196 -3.364306 4.823008  -0.61
C15 0.696313 -2.158317 5.090533  -0.65
Br6 1.732891 -1.671751 3.511460  0.02
H34 0.341889 -4.160799 4.280426  0.36
H35 -0.572311 -3.767005 5.758910  0.36
H36 1.439605 -2.383075 5.860251  0.39
H37 0.129695 -1.271148 5.386470  0.34
Br7 5.876317 -2.232413 -1.470710  -0.14
C16 6.414328 -3.424158 -0.023566  -0.53
C17 5.671525 -3.104841 1.253166  -0.51
Br8 6.396444 -1.510405 2.111642  -0.12
H38 7.500026 -3.339875 0.072842  0.38
H39 6.161982 -4.428908 -0.374810  0.35
H40 5.802253 -3.906197 1.985425  0.37
H41 4.603216 -2.927961 1.101073  0.22

Cartesian forces, eV/Å:
-0.860 0.056 -1.089
-1.007 1.152 -0.391
-1.132 0.366 1.035
-0.500 1.152 -1.006
1.322 -2.081 -0.368
-0.892 1.115 0.908
-0.795 6.650 -3.112
-0.925 -0.444 2.783
2.422 -0.520 -0.064
0.491 -0.295 -0.389
1.418 -0.203 -0.187
0.828 0.404 1.226
-1.127 2.026 -1.097
-0.523 2.765 -3.515
-0.556 -4.540 2.791
3.036 -0.244 0.503
-2.804 -0.865 2.546
1.871 -0.263 -1.810
0.969 2.198 1.463
2.333 -1.306 0.039
-0.795 0.045 -2.220
1.438 -1.924 0.931
1.507 0.434 1.316
-1.797 -0.473 1.712
0.442 -2.549 -0.849
0.575 -0.724 -1.807
-0.841 -1.118 -0.449
0.682 -0.255 -1.411
0.086 1.714 -1.067
-0.764 0.824 2.226
-0.372 0.295 -2.568
-2.248 1.031 0.949
-1.577 -1.127 -1.839
1.921 -0.886 0.782
-2.476 0.592 -0.404
-0.160 -2.253 0.176
-1.042 0.951 0.188
0.488 -0.571 0.918
0.548 -0.100 1.325
-0.825 0.858 0.318
0.942 0.201 0.682
0.100 1.268 -0.717
0.245 1.261 -0.570
0.178 0.067 0.074
-0.106 -0.204 -0.153
0.058 -0.065 0.208
-0.323 -0.165 0.097
-0.239 0.017 0.086
-0.002 0.182 0.109
0.007 0.099 -0.183
0.303 -0.041 -0.058
-0.112 0.061 -0.014
0.231 -0.013 -0.155
-0.219 0.160 0.059
0.168 0.022 -0.011
0.219 0.081 0.203
-0.114 -0.045 0.178
0.042 -0.183 -0.046
-0.213 -0.094 -0.199
0.074 -0.100 0.069
-0.263 -0.095 0.239
0.427 -0.553 0.110
0.418 -3.871 1.641
-0.049 0.291 0.146
0.086 0.111 -0.150
-0.195 -0.021 -0.080
0.023 -0.264 -0.120
0.026 0.048 0.062
-0.098 -0.188 -0.135
0.120 -0.044 0.227
-0.086 -0.073 -0.016
-0.300 0.038 0.056
0.015 0.189 0.109
0.002 0.106 -0.177
0.276 -0.069 -0.060



(3)
C17H41BrIN2O6P2ReSbSi3 | ωB97M-V with the def2-TZVPD basis set

Its net charge is +2. Its spin multiplicity is 4. As for the maximum force: 0.6 eV/A. The HOMO energy (alpha / beta) is -13.855 / -13.832 eV. For the molecular weight, the calculation gives 1030.50 g/mol. The relative energy (zero: lowest compared OMol25 entry of this formula, charge and spin) comes out at 7.21 kcal/mol. Its frontier orbital gap (alpha / beta) is 0.303 / 0.260 Ha.

Each line ends with the Mulliken spin population.
Positions of all 75 atoms, in Å:
Re1 -0.484399 1.529397 0.127304  2.76
N1 2.826413 4.987704 0.090414  0.00
C1 2.429606 3.767402 -0.738112  0.00
C2 3.178851 3.754190 -2.065547  0.00
P1 2.813884 2.323755 0.400575  0.01
O1 4.028259 1.585028 -0.296019  0.00
O2 3.148254 2.948862 1.702233  0.00
O3 1.631314 1.368384 0.312479  0.02
P2 0.616745 3.790365 -0.936512  0.01
O4 0.429484 5.129420 -1.733822  0.00
O5 0.003730 3.740487 0.447768  0.01
O6 0.143088 2.532747 -1.665169  0.03
H1 3.040907 4.612586 1.046577  0.00
H2 2.093379 5.696207 0.158550  0.00
H3 3.658472 5.436180 -0.295800  0.00
H4 4.255992 3.715783 -1.902052  0.00
H5 2.928816 4.628325 -2.667652  0.00
H6 2.906763 2.862191 -2.629081  0.00
H7 4.832083 1.542426 0.239889  0.00
H8 -0.460919 5.379887 -2.022001  0.00
Br1 -1.355796 0.936082 6.781294  0.01
C3 -1.129382 1.073841 4.938139  0.03
C4 0.135585 1.259165 4.394720  -0.01
C5 0.266969 1.349568 3.028925  0.03
N2 -0.788999 1.253334 2.189964  0.02
C6 -2.014514 1.079839 2.728323  0.04
C7 -2.222392 0.989808 4.084425  -0.01
H9 1.010429 1.343057 5.022954  0.00
H10 1.234843 1.521037 2.584464  0.00
H11 -2.844445 1.003759 2.040995  0.00
H12 -3.224204 0.851456 4.464723  0.00
I1 -4.244980 1.211849 -0.200515  0.05
C8 -2.396092 2.263667 -0.381839  -0.06
H13 -2.549030 3.189150 0.177670  0.01
H14 -2.358422 2.522855 -1.440407  0.02
C9 -4.068958 -2.407053 0.671030  0.00
Si1 -3.017138 -2.401138 -0.876070  0.02
C10 -2.424975 -4.140820 -1.204392  -0.01
C11 -3.803365 -1.692958 -2.415788  0.00
Sb1 -0.745957 -1.149085 -0.431062  -0.02
Si2 0.731107 -1.470864 -2.546724  0.02
C12 0.100566 -0.231781 -3.787563  0.00
C13 0.530655 -3.216795 -3.174734  0.00
C14 2.496209 -1.171029 -2.030893  0.00
Si3 0.507202 -2.422891 1.467417  0.01
C15 -0.611129 -2.438555 2.962980  0.00
C16 2.132990 -1.555639 1.805321  0.00
C17 0.813639 -4.158402 0.859508  0.00
H15 -4.980174 -1.826589 0.539132  0.00
H16 -3.547608 -2.017476 1.546561  0.00
H17 -4.353332 -3.439050 0.889159  0.00
H18 -3.321704 -4.755030 -1.335579  0.00
H19 -1.861325 -4.567245 -0.375331  0.00
H20 -1.833851 -4.227183 -2.113632  0.00
H21 -4.878145 -1.574009 -2.271404  0.00
H22 -3.646935 -2.379369 -3.250276  0.00
H23 -3.403337 -0.719769 -2.698564  0.00
H24 -0.939837 -0.441746 -4.045383  0.00
H25 0.686668 -0.308000 -4.707116  0.00
H26 0.163596 0.794677 -3.424838  0.00
H27 -0.411795 -3.349297 -3.707867  0.00
H28 0.587602 -3.969650 -2.388654  0.00
H29 1.342276 -3.419393 -3.878493  0.00
H30 2.639904 -0.228668 -1.505017  0.00
H31 3.121935 -1.165682 -2.927612  0.00
H32 2.851935 -1.980495 -1.389231  0.00
H33 -0.975086 -1.449513 3.242942  0.00
H34 -0.060733 -2.845593 3.815394  0.00
H35 -1.478418 -3.079872 2.793639  0.00
H36 2.165896 -0.530891 1.443504  0.00
H37 2.945404 -2.102814 1.322928  0.00
H38 2.328239 -1.554394 2.880395  0.00
H39 -0.101783 -4.747330 0.814435  0.00
H40 1.487488 -4.653127 1.564703  0.00
H41 1.291957 -4.185276 -0.120681  0.00

Cartesian forces, eV/Å:
-0.046 0.587 0.007
-0.033 0.003 0.015
0.046 0.086 -0.048
-0.051 -0.005 -0.034
-0.008 -0.074 0.013
-0.024 -0.017 0.004
0.006 0.006 -0.001
-0.017 -0.062 0.029
0.058 -0.266 -0.046
-0.032 0.009 0.019
-0.100 -0.077 0.051
0.020 -0.117 -0.060
-0.003 -0.012 0.018
0.002 0.015 -0.027
0.016 -0.016 0.002
0.001 0.005 0.008
0.004 0.001 -0.001
-0.006 0.002 0.002
0.007 0.020 0.015
-0.007 0.012 0.017
0.002 0.006 -0.033
-0.003 -0.012 0.043
0.007 0.011 -0.002
-0.004 0.052 0.002
-0.005 -0.087 0.062
0.025 -0.040 -0.002
-0.018 -0.009 -0.006
0.002 -0.001 -0.005
0.009 -0.016 0.003
-0.007 -0.009 -0.019
0.000 0.002 -0.003
0.019 -0.032 0.027
0.060 0.006 0.008
-0.017 -0.011 0.011
0.006 0.005 0.003
0.077 0.055 0.035
0.040 -0.118 -0.026
-0.052 0.058 0.034
0.098 0.031 -0.023
0.025 0.036 -0.038
0.048 -0.027 -0.131
-0.022 -0.021 0.032
-0.064 0.046 0.055
-0.055 -0.035 0.031
0.065 -0.043 0.049
-0.042 0.002 -0.072
-0.029 -0.029 -0.032
-0.027 0.031 -0.004
-0.023 0.017 0.001
-0.003 0.011 -0.003
-0.003 -0.001 -0.011
0.001 -0.014 -0.013
-0.022 0.004 0.002
0.032 0.004 -0.006
-0.018 -0.007 -0.004
-0.004 -0.014 0.005
-0.029 0.002 0.018
-0.001 0.011 -0.007
0.008 -0.001 -0.005
0.017 -0.009 0.003
0.009 0.004 -0.012
0.019 0.001 0.020
-0.007 0.017 -0.033
-0.011 0.001 -0.001
0.014 -0.001 -0.001
0.013 0.024 0.009
0.026 0.036 0.007
0.003 -0.015 -0.003
-0.010 0.008 0.004
-0.020 -0.010 0.030
0.002 0.004 -0.007
0.004 -0.015 0.008
0.022 -0.017 -0.004
-0.001 0.000 0.013
0.012 0.015 0.009